(1)
Molecular formula: C48H95Br22IN5O3
Method: DFT, ωB97M-V/def2-TZVPD

Results
- Electronic energy: -1613931.6821 eV
- Total charge: +1
- Kohn-Sham gap: 8.07 eV
- HOMO energy: -10.83 eV

The geometry in XYZ format:
```
174
C48H95Br22IN5O3 ωB97M-V/def2-TZVPD
C 8.392 -0.200 1.303
C 7.763 0.073 -0.159
C 6.356 0.922 -0.108
C 5.434 0.353 -1.292
C 6.396 0.751 -2.580
N 4.082 0.933 -1.554
C 3.297 0.199 -2.652
C 3.917 -1.166 -3.221
C 1.799 -0.240 -2.247
N 1.013 0.694 -1.422
N 0.129 -0.021 -0.669
C 1.705 1.852 -0.828
C 0.892 2.291 0.524
C -0.642 2.761 0.305
C -1.473 2.241 1.623
C -2.933 2.914 1.768
C -4.138 2.106 1.050
C -4.833 2.983 -0.123
C -6.299 2.458 -0.558
C -6.267 1.151 -1.506
C -7.720 0.398 -1.604
C -7.559 -1.069 -0.923
C -8.768 -2.082 -1.290
O -8.380 -3.494 -1.179
C -7.907 -3.789 0.162
N 1.834 2.922 -1.844
C 1.596 4.325 -1.433
C 1.012 2.790 -3.066
C -0.583 2.744 -3.208
O 1.654 2.816 -4.184
C 3.237 1.370 -0.398
I 3.177 -0.394 0.984
N 3.730 2.392 0.529
C 4.337 3.426 0.081
O 4.739 4.488 -0.471
H 7.804 0.394 2.099
H 8.333 -1.346 1.481
H 9.512 0.068 1.276
H 8.501 0.702 -0.783
H 7.627 -0.920 -0.721
H 6.684 2.029 -0.265
H 5.960 0.803 0.956
H 5.458 -0.790 -1.083
H 5.788 0.966 -3.528
H 7.016 -0.203 -2.808
H 7.043 1.670 -2.370
H 4.308 1.828 -2.066
H 3.172 0.871 -3.597
H 4.813 -1.055 -3.925
H 3.077 -1.667 -3.851
H 4.112 -1.920 -2.355
H 1.230 -0.369 -3.258
H 1.881 -1.330 -1.838
H 0.461 -0.893 -0.246
H -0.817 -0.108 -1.085
H 1.378 3.200 1.064
H 0.859 1.464 1.319
H -0.778 3.903 0.289
H -1.172 2.231 -0.579
H -0.837 2.267 2.585
H -1.661 1.110 1.410
H -3.127 3.017 2.910
H -2.863 3.967 1.281
H -4.944 1.881 1.860
H -3.825 1.074 0.625
H -4.980 4.065 0.281
H -4.130 3.012 -1.030
H -6.994 2.305 0.352
H -6.765 3.311 -1.201
H -5.984 1.415 -2.595
H -5.534 0.376 -1.057
H -8.569 1.022 -1.119
H -7.988 0.196 -2.714
H -6.582 -1.578 -1.285
H -7.568 -0.911 0.224
H -9.138 -1.944 -2.374
H -9.688 -1.946 -0.608
H -8.449 -3.207 0.990
H -8.030 -4.918 0.399
H -6.762 -3.594 0.195
H 0.468 4.617 -1.479
H 1.965 4.661 -0.412
H 2.105 5.018 -2.219
H -1.006 3.738 -2.803
H -1.026 1.828 -2.686
H -0.867 2.729 -4.335
Br 13.022 1.359 -1.129
C 12.934 1.623 0.800
C 13.275 0.355 1.543
Br 11.785 -0.903 1.514
H 11.935 2.000 1.025
H 13.668 2.402 1.014
H 13.450 0.563 2.600
H 14.140 -0.168 1.133
Br 4.277 -3.979 0.421
C 4.528 -5.702 -0.457
C 5.162 -5.536 -1.815
Br 3.865 -4.905 -3.127
H 3.551 -6.185 -0.493
H 5.184 -6.267 0.208
H 5.509 -6.498 -2.198
H 5.992 -4.828 -1.821
Br -7.200 4.590 3.311
C -6.167 5.583 4.632
C -4.702 5.229 4.561
Br -4.352 3.500 5.393
H -6.614 5.378 5.606
H -6.321 6.634 4.381
H -4.105 5.944 5.131
H -4.320 5.174 3.541
Br 15.064 -0.793 4.616
C 13.836 -2.306 4.548
C 14.556 -3.579 4.175
Br 14.944 -3.640 2.265
H 13.041 -2.040 3.851
H 13.421 -2.380 5.554
H 13.923 -4.448 4.364
H 15.504 -3.707 4.696
Br 3.194 -2.230 -6.312
C 2.106 -3.842 -6.410
C 0.668 -3.534 -6.086
Br 0.438 -3.303 -4.163
H 2.553 -4.572 -5.733
H 2.208 -4.196 -7.437
H 0.021 -4.371 -6.357
H 0.298 -2.628 -6.566
Br -5.517 -5.333 2.871
C -4.793 -7.011 2.193
C -5.444 -7.400 0.888
Br -7.227 -8.131 1.177
H -4.925 -7.755 2.980
H -3.727 -6.824 2.051
H -4.884 -8.201 0.403
H -5.551 -6.565 0.193
Br 16.627 -0.653 9.270
C 17.438 -2.302 8.621
C 16.813 -2.743 7.320
Br 15.068 -3.560 7.615
H 17.341 -3.040 9.419
H 18.493 -2.063 8.479
H 17.416 -3.522 6.849
H 16.667 -1.926 6.613
Br -10.866 2.961 -0.379
C -11.528 3.118 -2.206
C -10.743 2.238 -3.145
Br -9.009 3.023 -3.560
H -11.490 4.176 -2.470
H -12.572 2.799 -2.159
H -11.252 2.147 -4.106
H -10.555 1.241 -2.744
Br -10.267 8.601 -1.356
C -11.550 7.356 -0.580
C -11.637 7.521 0.917
Br -10.107 6.705 1.807
H -11.247 6.354 -0.887
H -12.505 7.603 -1.050
H -12.509 6.996 1.312
H -11.672 8.563 1.236
Br -13.662 0.112 0.421
C -13.468 -1.606 -0.478
C -12.827 -1.443 -1.835
Br -14.099 -0.754 -3.141
H -14.460 -2.057 -0.520
H -12.830 -2.200 0.179
H -12.511 -2.411 -2.230
H -11.975 -0.762 -1.830
Br -0.487 -3.874 -0.360
C -2.091 -3.955 0.743
C -3.330 -3.732 -0.085
Br -3.554 -1.845 -0.518
H -1.967 -3.222 1.541
H -2.090 -4.958 1.174
H -4.224 -4.004 0.480
H -3.323 -4.278 -1.030
```

=====

(2)
Molecular formula: C49H100BrN13O16P
Method: DFT, ωB97M-V/def2-TZVPD

Results
- Electronic energy: -183893.9556 eV
- Total charge: +1
- Kohn-Sham gap: 5.47 eV
- HOMO energy: -10.02 eV

The geometry in XYZ format:
```
180
C49H100BrN13O16P ωB97M-V/def2-TZVPD
C -0.543 7.077 -5.924
C -1.542 6.020 -5.582
O -2.359 5.616 -6.345
O -1.407 5.524 -4.324
C -1.736 4.133 -4.243
C -1.493 3.670 -2.824
C -0.077 3.065 -2.517
C -0.391 1.872 -1.644
P -0.802 1.925 0.137
O -0.857 0.563 0.657
O 0.147 2.945 0.856
O -2.187 2.670 0.229
N -0.373 0.791 -2.309
C 0.006 0.936 -3.742
Br -1.660 0.846 -4.729
C 0.983 -0.233 -4.069
C 0.382 -1.405 -4.793
C -0.319 -2.382 -4.083
C -0.887 -3.463 -4.738
C -0.743 -3.571 -6.116
C -0.018 -2.616 -6.830
C 0.538 -1.530 -6.170
C 0.699 2.296 -3.616
C 1.222 3.045 -4.860
N 1.141 2.210 -6.072
H -0.751 7.403 -6.932
H -0.563 7.907 -5.227
H 0.420 6.568 -5.935
H -2.796 4.026 -4.458
H -1.220 3.574 -5.012
H -1.593 4.548 -2.192
H -2.274 2.989 -2.503
H 0.544 3.784 -1.997
H 1.051 2.855 0.517
H -2.889 2.063 -0.040
H -0.602 -0.105 -1.881
H 1.360 -0.636 -3.130
H 1.799 0.150 -4.661
H -0.403 -2.264 -3.008
H -1.438 -4.224 -4.207
H -1.166 -4.398 -6.661
H 0.097 -2.726 -7.897
H 1.091 -0.757 -6.679
H 1.607 1.996 -3.084
H 2.272 3.249 -4.668
H 0.741 4.003 -5.003
H 2.043 1.800 -6.272
H 0.936 2.809 -6.862
C 3.677 -3.266 -3.556
O 3.390 -2.092 -3.758
N 3.441 -4.267 -4.412
C 3.783 -5.646 -4.108
C 2.813 -3.948 -5.685
H 4.153 -3.598 -2.620
H 4.488 -6.027 -4.848
H 2.885 -6.264 -4.122
H 4.239 -5.711 -3.122
H 3.440 -3.248 -6.241
H 1.861 -3.477 -5.498
H 2.671 -4.853 -6.269
C -0.060 -3.056 3.274
O 0.023 -4.209 3.657
N -0.083 -1.968 4.057
C -0.176 -0.641 3.483
C -0.011 -2.123 5.502
H -0.122 -2.805 2.198
H 0.697 -0.049 3.768
H -1.077 -0.139 3.844
H -0.221 -0.710 2.403
H 0.913 -2.635 5.773
H -0.850 -2.725 5.852
H -0.047 -1.149 5.980
C -1.530 11.404 -4.647
O -0.690 10.746 -4.054
N -2.741 10.951 -4.996
C -3.701 11.767 -5.713
C -3.100 9.590 -4.646
H -1.348 12.447 -4.956
H -4.610 11.865 -5.116
H -3.942 11.289 -6.664
H -3.296 12.759 -5.905
H -3.053 9.473 -3.562
H -2.386 8.910 -5.102
H -4.101 9.360 -4.998
C -2.684 0.725 6.810
O -1.678 0.171 7.215
N -3.881 0.134 6.672
C -5.042 0.853 6.191
C -4.011 -1.278 7.018
H -2.691 1.790 6.516
H -5.832 0.838 6.944
H -5.419 0.390 5.276
H -4.780 1.889 5.980
H -3.744 -1.450 8.069
H -3.332 -1.865 6.395
H -5.036 -1.600 6.842
C -2.598 -3.598 9.199
O -2.931 -2.487 9.572
N -1.616 -4.327 9.748
C -1.262 -5.643 9.255
C -0.881 -3.773 10.876
H -3.091 -4.104 8.349
H -1.390 -6.379 10.052
H -0.220 -5.646 8.932
H -1.897 -5.916 8.415
H -1.565 -3.566 11.700
H -0.404 -2.837 10.585
H -0.124 -4.483 11.200
C 3.050 -7.181 0.259
O 2.898 -8.034 -0.594
N 2.064 -6.419 0.766
C 2.303 -5.408 1.779
C 0.710 -6.617 0.278
H 4.039 -6.954 0.694
H 1.722 -5.626 2.673
H 2.005 -4.428 1.397
H 3.360 -5.379 2.037
H 0.389 -7.642 0.464
H 0.669 -6.442 -0.799
H 0.039 -5.930 0.788
C -2.449 -4.760 -1.470
O -2.450 -5.872 -1.951
N -3.538 -3.977 -1.328
C -3.464 -2.654 -0.749
C -4.826 -4.490 -1.774
H -1.521 -4.281 -1.102
H -4.090 -2.594 0.143
H -3.807 -1.908 -1.473
H -2.435 -2.428 -0.467
H -5.068 -5.406 -1.236
H -4.787 -4.722 -2.838
H -5.597 -3.747 -1.592
C 2.512 -8.463 10.991
O 2.379 -7.281 11.250
N 2.066 -9.060 9.873
C 2.249 -10.478 9.623
C 1.377 -8.241 8.892
H 3.026 -9.160 11.675
H 2.828 -10.625 8.709
H 1.280 -10.967 9.511
H 2.780 -10.938 10.453
H 2.039 -7.444 8.550
H 0.503 -7.783 9.353
H 1.071 -8.850 8.046
C -1.332 9.988 -8.180
O -2.406 9.534 -7.822
N -1.168 10.908 -9.140
C 0.142 11.409 -9.514
C -2.345 11.416 -9.827
H -0.380 9.668 -7.724
H 0.183 12.490 -9.357
H 0.334 11.191 -10.565
H 0.913 10.934 -8.913
H -3.024 11.883 -9.113
H -2.875 10.598 -10.315
H -2.043 12.148 -10.571
C 3.988 9.336 -10.915
O 2.785 9.205 -10.779
N 4.670 10.454 -10.609
C 6.107 10.562 -10.780
C 3.923 11.585 -10.089
H 4.629 8.527 -11.304
H 6.584 10.770 -9.820
H 6.342 11.370 -11.474
H 6.505 9.631 -11.176
H 3.411 11.289 -9.172
H 3.173 11.892 -10.818
H 4.595 12.413 -9.882
C 2.490 -10.758 14.576
O 2.609 -11.912 14.939
N 2.420 -9.694 15.396
C 2.277 -8.341 14.890
C 2.490 -9.917 16.830
H 2.426 -10.482 13.508
H 3.125 -7.733 15.211
H 1.355 -7.899 15.271
H 2.240 -8.341 13.803
H 3.431 -10.404 17.088
H 1.675 -10.566 17.148
H 2.420 -8.964 17.349
```